1) {"formula": "C19H20Cl5N8O7RbSe", "method": "ωB97M-V/def2-TZVPD", "elements": ["Rb", "C", "O", "C", "C", "O", "C", "C", "O", "C", "H", "H", "H", "H", "H", "H", "H", "H", "H", "H", "H", "H", "H", "H", "O", "C", "O", "C", "C", "N", "N", "C", "C", "O", "O", "H", "H", "H", "N", "N", "N", "C", "N", "N", "H", "H", "H", "Cl", "C", "C", "C", "Cl", "C", "Cl", "C", "Cl", "C", "Cl", "Se", "C", "N"], "coordinates": [[0.25099, -0.94985, 0.23140], [3.76104, -0.54212, -0.01702], [2.97761, -1.35905, -0.84947], [2.99467, -0.95019, -2.19501], [2.01761, -1.83149, -2.97794], [0.66037, -1.57890, -2.71429], [0.15163, -0.40906, -3.32837], [-1.36448, -0.35076, -3.09156], [-1.77540, 0.54549, -2.09251], [-1.76350, 1.89233, -2.49569], [4.81707, -0.56588, -0.31911], [3.66941, -0.94403, 0.99005], [3.41916, 0.49894, -0.02948], [4.00986, -1.06742, -2.61762], [2.70597, 0.10289, -2.28658], [2.17862, -2.87353, -2.68526], [2.21684, -1.71863, -4.05764], [0.36270, -0.45033, -4.41090], [0.61579, 0.49131, -2.91649], [-1.69912, -1.33799, -2.76354], [-1.87793, -0.10417, -4.03442], [-2.29245, 2.01393, -3.45362], [-0.75208, 2.28984, -2.59320], [-2.29156, 2.45476, -1.72705], [1.23871, 6.21545, -0.91587], [0.62540, 6.00182, 0.21931], [0.17892, 6.91098, 0.89959], [0.49311, 4.59644, 0.67427], [-0.02480, 4.23426, 1.90475], [-0.00846, 2.89316, 1.95785], [0.48768, 2.35189, 0.85096], [0.80617, 3.35265, 0.04765], [1.41450, 3.06306, -1.30718], [1.71422, 4.04798, -2.03903], [1.57832, 1.87937, -1.61288], [1.48272, 5.29147, -1.41732], [-0.37826, 4.84531, 2.71121], [-0.29455, 2.29607, 2.71957], [0.68362, -3.87926, 2.97388], [0.38813, -4.08551, 1.68360], [-0.75869, -4.58303, 1.30630], [-0.57456, -4.70430, -0.00685], [0.63659, -4.31329, -0.37289], [1.23421, -3.91880, 0.72144], [-0.16650, -3.68693, 3.49279], [1.38265, -3.09932, 3.09005], [-1.32121, -5.08602, -0.67285], [-0.97691, -0.77251, 3.28350], [-2.54698, -0.89854, 2.55521], [-2.59787, -1.28874, 1.21712], [-3.89543, -1.32298, 0.71220], [-4.08782, -1.79341, -0.94089], [-5.04031, -1.00031, 1.42715], [-6.62099, -1.01411, 0.70933], [-4.91494, -0.64336, 2.76403], [-6.31434, -0.23706, 3.69179], [-3.65193, -0.59793, 3.34011], [-3.50426, -0.15880, 5.01637], [4.75383, -0.97744, 4.64436], [3.28125, -1.42496, 3.82357], [2.30599, -1.74941, 3.28313]], "multiplicity": 1, "e_lumo_ev": 3.62, "charge": -2}

2) {"formula": "C19H20Cl5N8O7RbSe", "method": "ωB97M-V/def2-TZVPD", "elements": ["Rb", "C", "O", "C", "C", "O", "C", "C", "O", "C", "H", "H", "H", "H", "H", "H", "H", "H", "H", "H", "H", "H", "H", "H", "O", "C", "O", "C", "C", "N", "N", "C", "C", "O", "O", "H", "H", "H", "N", "N", "N", "C", "N", "N", "H", "H", "H", "Cl", "C", "C", "C", "Cl", "C", "Cl", "C", "Cl", "C", "Cl", "Se", "C", "N"], "coordinates": [[1.11518, 0.68783, -0.22640], [-2.03106, 1.10955, 2.21880], [-1.32290, 1.92828, 1.29975], [-1.72322, 3.27250, 1.33716], [-0.68261, 4.14994, 0.67187], [-0.39466, 3.85185, -0.68330], [-1.46289, 3.92935, -1.61590], [-2.04297, 2.55009, -1.86876], [-0.84599, 1.70909, -2.14701], [-0.92847, 0.43903, -2.09586], [-1.87317, 1.46713, 3.24215], [-1.65478, 0.09244, 2.11934], [-3.10480, 1.10781, 1.99589], [-1.80305, 3.61461, 2.37949], [-2.72032, 3.39389, 0.88280], [0.26574, 4.01715, 1.19494], [-1.00666, 5.19720, 0.76551], [-1.03043, 4.31322, -2.54146], [-2.24456, 4.62192, -1.28231], [-2.72548, 2.48582, -2.71556], [-2.49356, 2.14206, -0.96678], [-1.66426, -0.88167, -3.84226], [-3.30811, -0.67533, -2.68669], [-0.71687, -1.60297, -2.39236], [4.23858, 1.38546, 5.51214], [4.20703, 0.11388, 5.18907], [4.78224, -0.73657, 5.84476], [3.41537, -0.27623, 3.98711], [3.14936, -1.60173, 3.71942], [2.42159, -1.63651, 2.59655], [2.19348, -0.42326, 2.09756], [2.77410, 0.43706, 2.92566], [2.64403, 1.93171, 2.69074], [2.97372, 2.65630, 3.67365], [2.25060, 2.33999, 1.58919], [3.71386, 1.94183, 4.81602], [3.42641, -2.48485, 4.26778], [1.96015, -2.41953, 2.15707], [4.68053, -2.26527, -2.10073], [3.29880, -2.33971, -2.15561], [2.63271, -2.97889, -3.09658], [1.38757, -2.75708, -2.72175], [1.32031, -2.02481, -1.59241], [2.55014, -1.77083, -1.23879], [5.00395, -2.09945, -3.04610], [5.03328, -3.16043, -1.78116], [0.51873, -3.11911, -3.25069], [-1.98956, -1.15596, -2.49585], [-2.46704, -2.85635, -2.84606], [-2.07021, -1.31353, -0.68481], [-2.66860, -1.83285, 0.25394], [-1.36009, -2.81616, 1.93064], [-3.78466, -2.70273, 0.21021], [-4.95089, -2.54629, 1.52949], [-3.92369, -3.61511, -0.76542], [-5.22761, -4.77391, -0.56440], [-3.16570, -3.67319, -2.04562], [-3.33462, -5.26538, -2.86192], [-1.13027, 0.13614, -5.67136], [0.45860, 0.27312, -4.84730], [1.43769, 0.50943, -4.26749]], "multiplicity": 1, "e_lumo_ev": 3.36, "charge": -2}

Of them, 2) has the lowest stability.

1) {"formula": "C3H2O", "method": "ωB97M-V/def2-TZVPD", "elements": ["C", "C", "C", "O", "H", "H"], "coordinates": [[1.04116, -0.10382, 0.08563], [2.22468, 0.32949, -0.01858], [-0.20397, -0.53224, -0.02080], [-1.42115, 0.47707, -0.01471], [-0.59711, -1.52001, -0.17142], [-1.04361, 1.34950, 0.13988]], "multiplicity": 1, "e_lumo_ev": -1.80, "charge": 0}

2) {"formula": "C3H2O", "method": "ωB97M-V/def2-TZVPD", "elements": ["C", "C", "C", "O", "H", "H"], "coordinates": [[1.87102, -0.44603, 0.28234], [0.70277, -0.23492, 0.02213], [-0.78534, 0.10007, 0.22647], [-1.57429, 0.53152, -0.58716], [2.96089, -0.49523, 0.32774], [-1.09723, -0.27169, 1.18387]], "multiplicity": 1, "smiles": "C#CC=O", "e_lumo_ev": -0.05, "charge": 0}

Of them, 1) has the lowest stability.

1) {"formula": "C3H8O2S", "method": "ωB97M-V/def2-TZVPD", "elements": ["C", "S", "C", "O", "C", "O", "H", "H", "H", "H", "H", "H", "H", "H"], "coordinates": [[-0.08815, -0.43158, -1.50474], [-0.72876, -0.15703, 0.18207], [0.71260, 0.78355, 0.91853], [-1.79159, 0.81923, 0.07560], [-1.43878, -1.69003, 0.62680], [-2.44320, -1.34713, 1.69074], [0.61430, 0.35400, -1.75915], [0.37859, -1.40799, -1.55411], [-0.94717, -0.39379, -2.16665], [0.82048, 1.71684, 0.38316], [0.43431, 0.97821, 1.95175], [1.59923, 0.16405, 0.86148], [-0.68880, -2.31692, 1.09841], [-3.08600, -0.79438, 1.24381]], "multiplicity": 1, "smiles": "CS(C)(=O)=CO", "e_lumo_ev": 0.53, "charge": 0}

2) {"formula": "C3H8O2S", "method": "ωB97M-V/def2-TZVPD", "elements": ["O", "C", "O", "H", "H", "C", "S", "C", "H", "H", "H", "H", "H", "H"], "coordinates": [[-0.38055, 5.45084, 0.01441], [0.55417, 5.16868, 0.68792], [1.37863, 6.11715, 1.21833], [0.86030, 4.15300, 0.95934], [2.30226, 6.01886, 0.98474], [-0.10503, -3.08857, -1.76044], [-0.04076, -1.92616, -0.38752], [-0.88461, -2.84360, 0.89471], [0.66853, -3.85207, -1.80054], [0.01648, -2.53164, -2.68606], [-1.05163, -3.62469, -1.69134], [-0.39175, -3.65435, 1.37456], [-1.11008, -2.11126, 1.66988], [-1.81595, -3.27617, 0.52202]], "multiplicity": 1, "smiles": "O=CO.CSC", "e_lumo_ev": 0.61, "charge": 0}

Of them, 1) has the lowest stability.

1) {"formula": "C8H22NSi", "method": "ωB97M-V/def2-TZVPD", "elements": ["C", "C", "C", "C", "C", "C", "C", "C", "N", "Si", "H", "H", "H", "H", "H", "H", "H", "H", "H", "H", "H", "H", "H", "H", "H", "H", "H", "H", "H", "H", "H", "H"], "coordinates": [[2.39759, -0.24488, 1.94482], [-1.77778, 0.19918, -2.49111], [-2.79265, -0.60183, 0.98743], [-2.05574, -3.40354, 0.18235], [2.78316, 1.18102, 1.58273], [1.62696, 2.04603, 1.09416], [-0.94718, -0.92753, -1.83982], [1.53799, 2.20771, -0.39005], [0.96543, 1.19616, -1.29643], [-1.90440, -1.63820, -0.37355], [2.34043, -0.44653, 3.06442], [3.24351, -0.88208, 1.72633], [1.55675, -0.70292, 1.40935], [-2.71182, -0.18591, -2.70816], [-1.92571, 0.94306, -1.71572], [-1.19633, 0.43235, -3.34510], [-3.16124, 0.31399, 0.50823], [2.64138, 2.50723, -0.73779], [-2.23322, -0.29946, 1.80458], [-2.99932, -3.43814, 0.88810], [-2.30587, -4.20135, -0.62639], [-1.26372, -3.56606, 0.78075], [3.41715, 1.20039, 0.68295], [3.38606, 1.50807, 2.44417], [1.69534, 3.05961, 1.52453], [0.68401, 1.71111, 1.41644], [-0.24551, -0.35904, -1.27871], [-0.57160, -1.73461, -2.51900], [0.96269, 3.15040, -0.51602], [0.90715, 1.57856, -2.30015], [1.60480, 0.47815, -1.25675], [-3.65833, -1.08093, 1.35344]], "multiplicity": 1, "e_lumo_ev": -5.06, "charge": 1}

2) {"formula": "C8H22NSi", "method": "ωB97M-V/def2-TZVPD", "elements": ["C", "C", "C", "C", "C", "C", "C", "C", "N", "Si", "H", "H", "H", "H", "H", "H", "H", "H", "H", "H", "H", "H", "H", "H", "H", "H", "H", "H", "H", "H", "H", "H"], "coordinates": [[-2.81810, -0.17732, 1.20695], [1.85723, 1.52534, -0.82033], [1.07866, 2.42601, 1.48840], [2.07879, 0.22033, 1.15568], [-0.07868, -0.68470, -2.78024], [-1.38009, -2.90381, -0.97492], [-1.29167, 0.02352, 1.33794], [-0.64713, 0.11581, 0.00433], [1.29935, 1.30732, 0.61268], [-0.20523, -1.46608, -1.17944], [-3.15887, 0.00023, 2.27568], [-3.03697, -1.24117, 0.90856], [-3.17519, 0.56627, 0.50119], [2.07984, 0.49820, -1.03268], [1.18387, 1.88450, -1.54744], [2.68234, 2.23699, -0.86196], [0.36194, 3.11296, 1.17330], [0.75576, 1.95394, 2.38282], [1.94449, 3.01958, 1.59029], [1.86636, -0.04976, 2.21555], [1.94860, -0.64977, 0.66370], [3.10137, 0.49963, 1.23468], [-0.08687, -1.41976, -3.55973], [-0.66490, 0.28820, -2.88394], [1.00018, -0.30551, -2.67403], [-2.42468, -2.82756, -1.24730], [-1.12222, -3.63300, -1.76054], [-1.25321, -3.37252, 0.07134], [-0.87140, -0.75292, 1.92012], [-1.15439, 0.94389, 1.83710], [-0.92903, 1.06577, -0.50033], [1.05984, -2.20457, -0.75744]], "multiplicity": 1, "e_lumo_ev": -4.91, "charge": 1}

Of them, 2) has the lowest stability.

1) {"formula": "C20H22N4O2", "method": "ωB97M-V/def2-TZVPD", "elements": ["C", "C", "C", "C", "O", "N", "C", "C", "C", "C", "C", "C", "N", "C", "C", "O", "C", "N", "C", "C", "C", "C", "C", "C", "C", "N", "H", "H", "H", "H", "H", "H", "H", "H", "H", "H", "H", "H", "H", "H", "H", "H", "H", "H", "H", "H", "H", "H"], "coordinates": [[-4.73860, -0.03841, -0.85784], [-3.39985, 0.53539, -0.52110], [-3.08385, 1.82990, -0.80750], [-1.82143, 2.42953, -0.50750], [-1.47855, 3.57172, -0.74295], [-0.92334, 1.54070, 0.13291], [0.36532, 1.81756, 0.57196], [1.12069, 2.97541, 0.51738], [2.39166, 2.92164, 1.06237], [2.88322, 1.75655, 1.64334], [2.13094, 0.59671, 1.69659], [0.86226, 0.63600, 1.14484], [-0.12703, -0.32312, 1.04790], [-0.00407, -1.70649, 1.41324], [0.10558, -2.64202, 0.18060], [-0.31608, -3.93618, 0.50512], [1.55040, -2.72582, -0.32130], [2.07602, -1.42175, -0.65425], [3.51976, -1.40734, -0.82552], [3.80777, -0.04465, -1.45819], [2.49718, 0.32753, -2.17324], [1.55948, -0.84760, -1.88529], [-1.20139, 0.23725, 0.42842], [-2.44322, -0.31059, 0.11394], [-2.75758, -1.64632, 0.38108], [-3.02659, -2.74965, 0.57729], [-5.36770, 0.70518, -1.33865], [-4.62742, -0.89404, -1.52366], [-5.23508, -0.39322, 0.04512], [-3.80198, 2.47382, -1.28966], [0.72146, 3.86924, 0.06853], [3.01313, 3.80331, 1.03788], [3.87767, 1.75738, 2.06396], [2.52582, -0.30059, 2.14266], [-0.87587, -2.00600, 2.00369], [0.88486, -1.81849, 2.03322], [-0.52152, -2.23089, -0.62462], [-1.28188, -3.93400, 0.61129], [1.57638, -3.42270, -1.17728], [2.16063, -3.15717, 0.47592], [3.85113, -2.21962, -1.49471], [4.01066, -1.53614, 0.14042], [4.03918, 0.68945, -0.68851], [4.64993, -0.09885, -2.14553], [2.08934, 1.24998, -1.76266], [2.63679, 0.46487, -3.24391], [1.59225, -1.58131, -2.70988], [0.52408, -0.52613, -1.76105]], "multiplicity": 1, "smiles": "Cc1cc(=O)n2c3ccccc3n(C[C@H](O)CN3CCCC3)c2c1C#N", "e_lumo_ev": 0.45, "charge": 0}

2) {"formula": "C20H22N4O2", "method": "ωB97M-V/def2-TZVPD", "elements": ["C", "C", "O", "C", "O", "C", "C", "C", "C", "N", "C", "N", "C", "C", "N", "C", "C", "C", "N", "C", "C", "C", "C", "C", "C", "C", "H", "H", "H", "H", "H", "H", "H", "H", "H", "H", "H", "H", "H", "H", "H", "H", "H", "H", "H", "H", "H", "H"], "coordinates": [[5.54672, 1.17897, -1.30696], [4.54489, 2.29120, -1.03046], [3.20202, 1.83798, -1.19566], [2.66886, 1.15040, -0.17328], [3.24838, 0.92596, 0.86118], [1.27387, 0.75608, -0.46044], [0.42851, 1.60309, -1.16312], [-0.92578, 1.31053, -1.30538], [-1.66517, 2.21245, -2.09113], [-2.17472, 2.99677, -2.76040], [-1.42648, 0.13960, -0.66079], [-2.71682, -0.25329, -0.65515], [-3.11004, -1.42702, 0.09804], [-3.75536, -1.00355, 1.41717], [-4.90948, -0.16713, 1.14128], [-5.63964, 0.16997, 2.34290], [-4.50573, 1.01152, 0.39860], [-3.85775, 0.58812, -0.92327], [-0.57184, -0.69670, -0.06142], [0.71751, -0.44240, 0.02789], [1.54245, -1.49585, 0.63260], [2.75014, -1.87325, 0.05266], [3.51197, -2.87416, 0.62414], [3.07738, -3.50833, 1.77660], [1.86780, -3.14994, 2.34779], [1.09900, -2.15447, 1.77507], [6.55641, 1.57407, -1.24180], [5.38859, 0.76899, -2.30199], [5.43059, 0.38615, -0.57160], [4.66960, 2.66444, -0.00845], [4.65610, 3.11010, -1.74422], [0.81931, 2.51113, -1.59899], [-2.22899, -2.04066, 0.27767], [-3.84112, -1.97977, -0.49833], [-4.08950, -1.88892, 1.96183], [-3.00479, -0.47570, 2.03398], [-5.96312, -0.74841, 2.83020], [-6.52048, 0.74988, 2.07211], [-5.03943, 0.75489, 3.05725], [-5.39158, 1.61457, 0.18957], [-3.78969, 1.63190, 0.97059], [-3.57702, 1.46568, -1.49893], [-4.58075, 0.00280, -1.50012], [3.08090, -1.39309, -0.85742], [4.44882, -3.16197, 0.16975], [3.67975, -4.28426, 2.22568], [1.52425, -3.64768, 3.24285], [0.15603, -1.86443, 2.21304]], "multiplicity": 1, "smiles": "CCOC(=O)c1cc(C#N)c(N2CCN(C)CC2)nc1-c1ccccc1", "e_lumo_ev": 0.03, "charge": 0}

Of them, 2) has the lowest stability.